The following is a DFT calculation (ωB97M-V with the def2-TZVPD basis set) of C27H28BrNO2PPt as an isolated structure at a distorted geometry.

Each line ends with the Löwdin charge.
Positions of all 61 atoms, in Å:
Pt  -1.185  -1.310  -0.292  1.42
C  -2.508  0.532  4.762  0.01
C  -2.937  0.075  3.393  -0.18
C  -4.277  -0.096  3.037  0.08
C  -4.646  -0.476  1.746  -0.01
C  -3.643  -0.690  0.848  -0.69
Br  -3.886  -1.199  -0.938  1.05
N  -2.354  -0.544  1.170  -0.12
C  -1.988  -0.171  2.411  -0.01
H  -3.367  0.693  5.411  0.10
H  -1.952  1.469  4.697  0.11
H  -1.854  -0.202  5.235  0.11
H  -5.048  0.073  3.780  0.16
H  -5.682  -0.599  1.456  0.15
H  -0.928  -0.046  2.602  0.15
C  -0.520  -5.271  -0.413  0.01
C  -0.567  -4.048  0.518  -0.47
C  -0.884  -4.400  1.958  -0.02
O  -1.526  -3.126  -0.008  -0.27
H  0.210  -5.972  -0.012  0.11
H  -0.240  -4.985  -1.425  0.09
H  -1.502  -5.740  -0.445  0.10
H  0.440  -3.584  0.509  0.16
H  -1.870  -4.865  2.000  0.10
H  -0.883  -3.504  2.582  0.08
H  -0.141  -5.100  2.334  0.11
O  0.634  -0.564  -0.197  -0.47
P  1.190  0.738  -0.924  0.89
C  1.097  0.557  -2.667  -0.33
C  1.185  -0.740  -3.202  -0.08
C  1.143  -0.911  -4.578  -0.04
C  0.985  0.193  -5.408  -0.01
C  0.914  1.477  -4.877  -0.02
C  0.962  1.665  -3.502  -0.05
C  0.243  2.151  -0.455  -0.31
C  0.800  3.309  0.075  -0.03
C  -0.036  4.363  0.434  -0.02
C  -1.407  4.268  0.234  -0.02
C  -1.968  3.107  -0.300  -0.05
C  -1.144  2.051  -0.643  -0.12
C  2.871  0.937  -0.371  -0.30
C  3.830  1.465  -1.216  -0.05
C  5.153  1.574  -0.758  -0.01
C  5.500  1.185  0.550  -0.02
C  4.544  0.655  1.392  -0.04
C  3.223  0.545  0.946  -0.05
H  1.316  -1.601  -2.554  0.10
H  1.249  -1.901  -5.001  0.12
H  0.894  0.051  -6.477  0.13
H  0.806  2.333  -5.530  0.13
H  0.875  2.664  -3.092  0.12
H  1.873  3.404  0.206  0.12
H  0.392  5.259  0.864  0.13
H  -2.041  5.112  0.472  0.13
H  -3.036  3.048  -0.476  0.12
H  -1.578  1.158  -1.107  0.07
H  3.575  1.755  -2.229  0.12
H  5.917  1.940  -1.431  0.12
H  6.519  1.311  0.893  0.13
H  4.805  0.355  2.398  0.12
H  2.458  0.172  1.616  0.10

Forces on the atoms, in the same order (eV/Å):
-1.14 1.46 0.34
0.05 -0.03 -0.10
-0.06 0.13 0.08
-0.06 -0.02 0.02
-0.15 0.14 0.30
-0.03 0.07 -0.06
0.39 -0.39 -0.28
0.72 -0.22 -0.10
0.46 0.02 -0.09
0.00 -0.03 -0.05
-0.04 -0.01 -0.03
-0.05 -0.03 -0.03
0.00 0.00 -0.04
0.03 -0.01 0.02
0.00 -0.09 -0.08
-0.39 0.47 -0.29
0.69 -0.54 0.93
-0.37 0.27 -0.20
0.67 -0.13 -0.84
0.01 0.02 0.03
0.08 -0.05 0.01
0.03 -0.11 0.06
-0.21 0.24 -0.34
0.04 -0.07 0.13
0.04 -0.09 0.09
-0.01 0.03 0.04
-0.71 -1.27 0.82
1.32 1.41 -0.29
-0.38 -0.65 -0.16
0.04 0.19 -0.15
-0.02 -0.08 0.09
-0.04 0.09 0.04
-0.03 -0.06 0.05
-0.05 0.07 -0.10
-0.72 -0.30 0.18
0.03 0.02 0.12
-0.10 -0.07 -0.11
0.13 0.02 -0.03
-0.12 -0.11 -0.06
0.20 0.28 0.23
-0.29 -0.74 1.33
1.12 -0.12 -0.23
-0.43 -0.12 0.27
-0.02 0.33 -1.04
-1.01 0.06 0.00
0.18 0.14 -0.26
0.11 0.01 -0.02
-0.10 0.02 -0.02
0.14 0.01 -0.02
-0.01 -0.03 0.00
0.03 -0.03 0.00
-0.05 -0.09 0.02
-0.02 0.03 -0.05
-0.02 -0.05 0.05
0.04 0.05 0.03
-0.02 0.03 -0.18
0.12 -0.01 -0.02
-0.05 0.13 0.06
0.01 -0.09 -0.07
-0.04 -0.02 -0.01
0.08 -0.11 -0.01

Results
- LUMO energy (spin up / spin down) (eV) = -13.5 / -13.5
- max |F| (hartree/bohr) = 0.03790
- total charge = +3
- electronic energy (eV) = -116585.2987
- Kohn-Sham gap (spin up / spin down) (eV) = 3.47 / 3.47
- HOMO level (spin up / spin down) (eV) = -16.98 / -16.98
- energy relative to the best compared isomer or geometry (same formula, charge and spin) (kJ/mol) = 185.8

The following is a DFT calculation (ωB97M-V with the def2-TZVPD basis set) of C34H26CuF5N10O2S as an isolated structure.

Each line ends with the Löwdin charge.
Positions of all 79 atoms, in Å:
Cu  0.600  0.799  1.986  0.33
F  -2.366  -1.716  7.686  0.15
C  -1.881  -0.866  6.790  -0.14
C  -0.849  -1.248  5.958  -0.15
F  -0.334  -2.475  6.048  0.13
C  -0.354  -0.352  5.033  -0.23
F  0.666  -0.772  4.253  0.05
C  -0.856  0.933  4.881  -0.49
S  -0.243  2.102  3.722  0.76
C  -1.902  1.278  5.730  -0.24
F  -2.451  2.490  5.643  0.09
C  -2.406  0.406  6.674  -0.14
F  -3.404  0.780  7.468  0.14
C  2.359  4.168  -2.204  -0.06
N  1.553  3.635  -1.107  -0.11
C  1.919  2.823  -0.117  -0.11
N  0.847  2.430  0.553  0.04
C  -0.174  3.057  -0.098  -0.17
N  0.210  3.788  -1.115  0.13
C  2.474  3.178  -3.346  -0.19
C  3.668  3.030  -4.041  -0.03
C  3.755  2.139  -5.104  -0.05
C  2.665  1.364  -5.464  -0.01
C  1.474  1.496  -4.757  -0.13
C  1.376  2.410  -3.714  0.03
C  0.306  0.681  -5.096  -0.29
N  -0.032  0.160  -6.220  0.13
N  -1.242  -0.497  -6.003  0.13
C  -1.533  -0.319  -4.762  -0.29
O  -0.597  0.416  -4.115  0.13
C  -2.688  -0.823  -4.017  -0.13
C  -3.839  -1.188  -4.707  0.00
C  -4.919  -1.691  -4.004  -0.04
C  -4.850  -1.845  -2.626  -0.03
C  -3.696  -1.497  -1.934  -0.19
C  -3.629  -1.801  -0.451  -0.06
N  -2.865  -0.848  0.350  -0.10
C  -1.554  -0.801  0.551  -0.13
N  -1.268  0.220  1.346  0.03
C  -2.492  0.774  1.613  -0.18
N  -3.481  0.155  1.018  0.15
C  -2.620  -0.972  -2.635  0.03
H  3.343  4.424  -1.816  0.13
H  1.866  5.083  -2.522  0.14
H  2.944  2.575  0.118  0.14
H  -1.209  2.973  0.197  0.12
H  4.534  3.622  -3.763  0.12
H  4.685  2.043  -5.649  0.11
H  2.724  0.659  -6.283  0.12
H  0.430  2.527  -3.200  0.11
H  -3.873  -1.068  -5.782  0.12
H  -5.826  -1.961  -4.529  0.12
H  -5.701  -2.247  -2.087  0.12
H  -3.183  -2.783  -0.295  0.14
H  -4.628  -1.814  -0.027  0.13
H  -0.850  -1.503  0.130  0.14
H  -2.628  1.630  2.255  0.10
H  -1.710  -0.675  -2.125  0.11
N  3.082  -1.932  0.099  0.15
C  2.674  -0.743  0.583  -0.13
N  1.599  -0.849  1.332  0.06
C  1.273  -2.211  1.333  -0.22
C  0.252  -2.900  1.990  -0.03
C  0.192  -4.266  1.814  -0.06
C  1.125  -4.948  1.013  -0.06
C  2.151  -4.282  0.376  0.00
C  2.203  -2.903  0.561  -0.18
H  3.900  -2.085  -0.467  0.17
H  3.196  0.181  0.386  0.13
H  -0.450  -2.378  2.628  0.11
H  -0.581  -4.833  2.317  0.11
H  1.042  -6.021  0.901  0.11
H  2.880  -4.805  -0.231  0.12
C  3.414  0.804  3.650  -0.09
O  2.629  1.520  2.677  -0.23
H  2.822  0.588  4.538  0.08
H  4.297  1.377  3.924  0.09
H  3.721  -0.133  3.194  0.08
H  2.317  2.334  3.097  0.05

Forces on the atoms, in the same order (eV/Å):
-0.35 0.14 0.74
-0.01 -0.02 0.02
-0.08 -0.07 0.11
0.10 -0.14 -0.04
0.01 0.01 -0.02
0.10 0.00 -0.06
0.02 0.03 -0.02
0.01 -0.03 -0.12
0.18 0.01 -0.28
-0.06 0.13 -0.03
-0.01 0.00 0.01
-0.14 0.07 0.09
0.01 0.00 -0.01
-0.04 -0.13 -0.05
0.10 0.08 -0.19
-0.08 0.07 0.03
0.06 0.05 -0.19
-0.09 -0.09 0.08
0.17 -0.05 0.17
-0.06 -0.05 0.08
0.02 0.05 -0.04
0.04 0.01 -0.01
-0.01 -0.02 -0.06
-0.04 0.03 0.07
0.00 -0.03 0.02
-0.01 -0.03 -0.05
-0.11 -0.06 -0.01
0.15 0.06 -0.01
-0.04 -0.03 -0.10
0.01 0.08 0.20
0.04 0.00 0.04
0.01 -0.01 -0.04
-0.05 0.00 -0.01
-0.05 -0.04 -0.01
0.04 0.06 0.05
0.04 0.08 -0.04
-0.14 -0.04 -0.15
-0.03 0.08 -0.12
0.05 -0.07 0.15
0.03 -0.04 -0.06
0.25 -0.06 -0.02
0.04 0.03 0.01
0.01 0.01 0.04
-0.01 0.06 -0.01
-0.09 0.01 -0.07
0.07 -0.01 -0.03
-0.04 -0.03 -0.01
-0.02 0.00 0.02
0.00 0.03 0.03
0.04 -0.01 0.01
-0.01 -0.01 0.04
0.03 0.00 0.02
0.04 0.03 -0.02
0.04 -0.05 0.03
-0.05 -0.01 0.05
-0.14 0.09 0.01
0.04 -0.04 -0.01
-0.03 -0.02 0.00
0.01 -0.07 0.01
-0.09 -0.18 0.11
0.05 -0.02 -0.48
0.08 0.13 0.23
-0.02 -0.01 0.10
-0.01 -0.01 0.01
0.02 0.01 -0.03
0.03 -0.01 -0.01
0.07 0.10 -0.09
0.00 0.02 -0.02
-0.03 -0.05 -0.01
0.03 -0.05 -0.03
0.02 0.01 -0.02
0.00 0.04 0.02
-0.04 0.02 0.04
-0.11 -0.03 0.00
0.13 -0.07 -0.09
-0.03 0.01 0.01
0.02 0.05 -0.03
-0.02 0.00 -0.02
-0.08 -0.04 0.05

Results
- LUMO energy (spin up / spin down) (eV) = -2.3 / -4.0
- max |F| (hartree/bohr) = 0.01613
- total charge = +1
- electronic energy (eV) = -123733.4117
- Kohn-Sham gap (spin up / spin down) (eV) = 8.28 / 6.60
- multiplicity = 2
- HOMO level (spin up / spin down) (eV) = -10.60 / -10.59
- energy relative to the best compared isomer or geometry (same formula, charge and spin) (kJ/mol) = 0.0
- expectation value of S² = 0.754

The following is a DFT calculation (ωB97M-V with the def2-TZVPD basis set) of an isolated molecule of C5H8N2 at a distorted geometry.

Each line ends with the Löwdin charge.
Positions of all 15 atoms, in Å:
C  -2.043  -0.365  -0.400  -0.04
C  -0.505  -0.136  -0.074  -0.47
C  -0.433  1.254  0.778  -0.07
C  0.379  1.053  -0.455  -0.29
C  1.614  0.335  -0.385  -0.12
N  1.524  -0.933  0.100  0.05
N  0.196  -1.219  0.446  -0.04
H  -2.321  -1.136  0.438  0.09
H  -2.224  -0.837  -1.368  0.06
H  -2.766  0.549  0.077  0.14
H  0.288  1.735  1.648  0.16
H  -1.384  1.814  0.420  0.10
H  0.217  1.344  -1.540  0.16
H  2.518  0.859  -0.511  0.09
H  -0.446  -2.112  0.232  0.19

Forces on the atoms, in the same order (eV/Å):
-0.25 0.25 3.95
-4.38 3.50 2.83
0.25 2.28 -0.27
-1.64 -1.97 -4.05
-0.36 -4.17 2.89
1.40 1.56 -0.86
-1.12 -0.73 -1.72
0.34 0.87 -1.64
-0.38 0.61 0.03
2.02 -2.38 -2.39
-2.41 -1.85 -1.83
1.91 -0.44 1.59
-0.15 1.03 1.55
1.43 -0.31 -0.34
3.35 1.74 0.28

Results
- SMILES = C[C@]12C[C@H]1C=NN2
- LUMO energy (eV) = 0.9
- max |F| (hartree/bohr) = 0.12211
- electronic energy (eV) = -8289.5057
- Kohn-Sham gap (eV) = 9.06
- HOMO level (eV) = -8.16
- energy relative to the best compared isomer or geometry (same formula, charge and spin) (kJ/mol) = 529.8

The following is a DFT calculation (ωB97M-V with the def2-TZVPD basis set) of C13H49CaN18O12 as an isolated structure at a distorted geometry.

Each line ends with the Löwdin charge.
Positions of all 93 atoms, in Å:
Ca  0.300  -0.228  -0.251  1.45
C  1.773  3.061  -1.988  -0.11
C  0.919  2.122  -2.867  -0.45
O  0.712  0.796  -2.456  -0.41
H  1.317  3.681  -1.217  0.05
H  2.260  3.840  -2.574  0.06
H  2.569  2.521  -1.475  0.04
H  1.336  2.295  -3.859  0.08
H  -0.006  2.685  -2.986  0.07
C  -0.005  0.575  -6.235  -0.19
O  0.234  -0.541  -5.435  -0.12
H  0.889  1.155  -6.463  0.07
H  -0.347  0.269  -7.224  0.08
H  -0.645  1.270  -5.692  0.07
H  0.621  -0.187  -4.631  0.03
C  -1.931  4.796  -1.932  -0.17
O  -2.914  5.126  -1.006  -0.13
H  -2.307  4.366  -2.860  0.09
H  -1.587  5.748  -2.336  0.10
H  -1.141  4.143  -1.563  0.07
H  -2.484  5.605  -0.294  0.09
C  -1.944  -1.763  -2.291  -0.73
O  -1.005  -1.587  -1.497  -0.11
N  -2.373  -0.934  -3.163  0.21
N  -2.607  -2.858  -2.377  0.19
H  -1.757  -0.197  -3.478  0.12
H  -3.192  -1.154  -3.712  0.13
H  -3.368  -2.945  -3.035  0.13
H  -2.423  -3.609  -1.727  0.12
C  3.687  -2.793  4.165  -0.76
O  3.188  -2.193  3.233  -0.02
N  4.133  -4.026  4.180  0.20
N  3.824  -2.245  5.286  0.20
H  4.460  -4.521  4.997  0.12
H  4.319  -4.555  3.340  0.12
H  3.771  -1.244  5.410  0.14
H  4.029  -2.926  6.002  0.13
C  1.125  -5.187  2.104  -0.82
O  2.032  -5.978  2.320  0.02
N  1.296  -4.023  1.684  0.20
N  -0.140  -5.457  2.317  0.15
H  2.255  -3.708  1.647  0.09
H  0.516  -3.381  1.662  0.11
H  -0.725  -5.208  1.532  0.10
H  -0.398  -6.274  2.853  0.12
C  -3.045  -0.876  0.963  -0.73
O  -1.956  -0.545  0.632  -0.03
N  -3.592  -2.100  0.882  0.19
N  -3.913  0.072  1.190  0.19
H  -3.163  -2.867  0.383  0.10
H  -4.558  -2.118  1.177  0.11
H  -3.611  1.035  1.138  0.12
H  -4.882  -0.143  1.377  0.12
C  2.821  -2.210  -1.191  -0.70
O  1.798  -2.078  -0.539  -0.05
N  3.127  -1.551  -2.309  0.17
N  3.852  -2.985  -0.936  0.18
H  4.014  -1.090  -2.452  0.12
H  2.397  -0.877  -2.492  0.08
H  4.461  -3.157  -1.723  0.12
H  4.042  -3.467  -0.068  0.11
C  3.249  0.986  1.042  -0.73
O  2.320  0.737  0.387  -0.01
N  3.745  0.254  2.106  0.17
N  4.016  2.017  0.916  0.18
H  4.571  0.512  2.627  0.10
H  3.234  -0.592  2.316  0.05
H  3.872  2.749  0.234  0.11
H  4.705  2.277  1.607  0.11
C  -0.574  2.628  1.455  -0.65
O  -0.278  1.752  0.597  -0.11
N  0.078  2.959  2.501  0.19
N  -1.506  3.612  1.268  0.17
H  0.858  2.319  2.547  0.13
H  -0.269  3.584  3.215  0.14
H  -2.145  3.707  0.492  0.08
H  -1.529  4.273  2.031  0.10
C  -5.390  2.597  -2.100  -0.85
O  -6.253  1.721  -2.200  0.00
N  -4.132  2.359  -2.149  0.19
N  -5.686  3.808  -2.020  0.19
H  -3.847  1.399  -2.278  0.11
H  -3.528  3.154  -1.995  0.06
H  -6.684  3.951  -2.086  0.14
H  -4.973  4.484  -1.786  0.10
C  0.196  -0.749  3.139  -0.77
O  0.537  -0.684  1.981  -0.06
N  0.629  -1.590  4.000  0.20
N  -0.770  -0.118  3.696  0.19
H  1.463  -2.014  3.619  0.06
H  0.446  -1.589  4.993  0.13
H  -1.147  -0.425  4.581  0.13
H  -1.271  0.543  3.120  0.11

Forces on the atoms, in the same order (eV/Å):
0.24 0.05 -1.35
0.88 0.20 0.46
-0.31 0.22 0.73
0.33 0.71 -0.09
-0.81 -0.46 0.32
0.15 -0.13 -0.52
0.05 -0.25 -0.15
0.47 -0.89 -0.54
-0.93 -0.03 0.08
0.34 0.77 -0.43
0.18 -0.56 0.03
0.48 -0.03 0.16
-0.61 -0.07 0.29
-0.59 0.13 -0.45
0.14 -0.13 0.77
1.16 0.97 -1.80
-1.23 -0.66 0.97
-0.67 -0.45 0.37
0.98 -0.05 0.13
0.12 0.15 0.14
-0.13 0.25 -0.03
3.17 0.34 2.18
-0.49 -0.64 -0.84
-0.96 4.60 -2.99
-2.36 -5.07 0.99
0.02 0.12 0.07
0.46 0.28 -0.10
0.31 -0.37 0.31
-0.07 0.12 -0.34
-0.26 -0.94 -3.04
-0.20 0.03 -2.52
1.09 -3.80 -1.46
0.48 2.56 6.29
-0.05 0.50 -0.06
-0.73 0.17 -0.09
-0.25 -0.46 0.26
0.26 1.27 0.73
1.93 -4.53 1.69
1.03 -0.59 0.55
1.54 5.92 -2.25
-4.49 -1.23 0.60
-0.48 0.50 -0.34
0.64 0.28 -0.10
-0.40 -0.19 0.45
0.24 -0.07 -0.55
-1.02 -0.64 -1.75
3.97 0.03 -0.07
-0.48 -1.16 0.77
-3.04 2.33 1.69
-0.11 0.40 0.33
0.25 -0.82 -0.39
-0.13 -0.33 0.02
0.16 0.49 -0.11
0.60 0.56 0.35
-0.49 -0.16 0.42
-1.65 2.59 -2.29
2.10 -2.48 1.48
0.16 -0.57 0.37
-0.44 0.44 -0.60
0.03 -0.14 0.50
-0.41 0.04 -0.28
3.71 -1.17 4.47
-3.76 -1.34 -2.89
-1.52 -1.05 -0.16
2.71 5.15 -1.33
-0.35 -0.25 -0.33
0.46 -0.06 0.35
-0.36 -0.39 -0.09
-0.22 -0.35 -0.20
-2.12 0.56 -5.77
-1.10 2.33 2.42
3.64 -1.66 3.20
-1.36 -0.06 -0.41
0.47 0.39 1.37
0.60 -0.48 -0.06
0.05 -0.32 0.15
-0.60 0.17 -0.71
-2.62 -5.36 -0.84
-0.25 -0.71 0.02
4.64 -1.31 0.18
-2.27 6.43 0.66
0.42 0.40 0.19
0.46 -0.97 -0.20
0.31 0.82 0.29
-0.70 0.45 -0.07
-0.85 -0.58 -0.37
1.12 0.18 -1.26
3.75 -4.16 1.71
-4.62 4.57 0.56
0.44 -0.71 0.78
0.14 0.13 -0.49
-0.06 0.38 -0.46
-0.31 -0.17 0.34

Results
- LUMO energy (eV) = -2.1
- max |F| (hartree/bohr) = 0.13330
- total charge = +1
- electronic energy (eV) = -84109.0821
- Kohn-Sham gap (eV) = 7.18
- HOMO level (eV) = -9.32